DFT (ωB97M-V/def2-TZVPD) results for a molecular structure, C2H3CuLiO2 at a distorted geometry.

Atoms and positions in Å:
O: -1.67631 0.52567 0.08739
C: -0.66469 0.35991 -0.66229
C: 0.29503 -0.76484 -0.37290
O: 1.51570 -0.18539 -0.08730
H: 0.31776 -1.38653 -1.29768
H: -0.12283 -1.41912 0.42811
Li: 2.54242 -1.21346 0.92093
Cu: -0.12963 2.18669 0.29365
H: -2.07743 1.89705 0.69009

Cartesian forces (eV/Å) of the 2 atoms listed first:
O 0.2 -1.9 -0.2
C -0.4 3.0 1.7

Properties
Net charge   0
Energy above the lowest of the compared OMol25 structures with the same formula, charge and spin   192.1 kJ/mol
Lowest unoccupied orbital energy (spin up / spin down)   -1.076 / -1.075 eV
<S²>   0.761
HOMO-LUMO gap (spin up / spin down)   5.568 / 5.543 eV
Spin multiplicity   2
M   129.53 g mol⁻¹
Energy   -1876.27004 Ha

***

DFT (ωB97M-V/def2-TZVPD) results for a molecular structure, C19H30As2LaN2S6.

Atoms and positions in Å:
La: -7.40466 14.01848 6.84011
C: -5.17848 16.62295 8.26820
C: -6.05970 17.28750 7.23022
N: -7.41023 16.70018 7.14178
C: -8.44028 17.08665 8.13675
C: -8.21301 16.58335 9.55106
S: -7.93925 14.78212 9.72954
C: -6.25440 14.72814 10.40249
C: -5.07813 14.45788 9.45004
N: -5.16646 15.14539 8.15209
H: -5.53094 16.84937 9.26150
H: -4.16514 17.01178 8.22468
H: -5.64632 17.14559 6.23369
H: -6.09491 18.36861 7.38905
H: -7.80357 16.94113 6.24158
H: -9.36850 16.66089 7.74984
H: -8.56585 18.17233 8.16230
H: -9.08096 16.81555 10.15431
H: -7.38735 17.07989 10.04506
H: -6.24941 13.93004 11.14400
H: -6.12622 15.64083 10.96989
H: -4.97505 13.37969 9.24637
H: -4.17327 14.75476 9.99583
H: -4.37160 14.85396 7.58917
S: -11.52545 11.35899 1.26031
C: -10.79297 12.08340 2.53215
S: -10.90578 11.55106 4.17008
C: -9.92318 12.81551 4.95002
C: -9.37355 13.69287 4.08165
S: -8.33959 15.07182 4.41647
S: -9.86673 13.52214 2.37728
S: -9.94544 12.71880 6.70059
C: -4.42518 11.26395 4.88457
As: -6.14808 12.09733 4.80394
C: -6.33879 12.46188 2.93585
C: -7.28592 10.56796 5.15928
C: -7.65516 9.77592 4.07658
C: -8.32307 8.58510 4.29336
C: -8.63056 8.17697 5.57502
C: -8.27026 8.95423 6.64830
C: -7.60645 10.15283 6.46455
As: -7.08713 11.13874 8.03960
C: -5.69985 10.03792 8.80426
C: -8.50686 10.79644 9.31229
H: -4.35063 10.39376 4.23488
H: -4.23222 10.96391 5.91856
H: -3.65527 11.97898 4.59558
H: -5.92652 11.67662 2.30418
H: -5.81210 13.39335 2.74151
H: -7.39024 12.60190 2.72845
H: -7.43539 10.08234 3.06064
H: -8.61194 7.97111 3.44499
H: -9.13417 7.23071 5.72920
H: -8.48136 8.60198 7.65077
H: -6.01184 9.00160 8.84038
H: -5.50577 10.41430 9.80413
H: -4.79270 10.15125 8.21355
H: -8.61538 9.74932 9.56378
H: -9.43895 11.20123 8.91338
H: -8.24584 11.35352 10.21214

Cartesian forces (eV/Å) of the 2 atoms listed first:
La -0.6 0.5 -0.5
C 0.0 -0.4 0.1

Properties
Net charge   +1
Energy above the lowest of the compared OMol25 structures with the same formula, charge and spin   0.0 kJ/mol
Lowest unoccupied orbital energy   -2.945 eV
HOMO-LUMO gap   6.321 eV
Spin multiplicity   1
M   767.62 g mol⁻¹
Energy   -7743.64403 Ha

***

DFT (ωB97M-V/def2-TZVPD) results for 2 unconnected molecules or ions with the total composition C4H4N2O at a distorted geometry.

Atoms and positions in Å:
O: -0.05017 1.45664 -2.17238
C: 0.62303 1.12185 -1.27957
C: -1.56188 -0.84371 -1.13806
C: -1.61508 -0.85222 0.06205
N: 0.32150 0.19954 1.53804
C: 1.38787 0.26419 0.86155
N: 1.42526 0.75303 -0.44140
H: -1.72802 -0.92903 -2.19591
H: -1.67349 -0.86680 1.13140
H: 0.48947 -0.27931 2.41917
H: 2.38152 -0.02419 1.21512

Cartesian forces (eV/Å) of the 2 atoms listed first:
O 0.8 0.0 0.7
C -0.4 -0.3 0.0

Properties
Net charge   0
Energy above the lowest of the compared OMol25 structures with the same formula, charge and spin   285.1 kJ/mol
SMILES string   [H]/N=C/N=C=O.C#C
Lowest unoccupied orbital energy   0.821 eV
HOMO-LUMO gap   10.730 eV
Spin multiplicity   1
M   96.09 g mol⁻¹
Energy   -339.47307 Ha

***

DFT (ωB97M-V/def2-TZVPD) results for a molecular structure, C18H6F4N6OS3SbSn.

Atoms and positions in Å:
Sn: -0.87036 1.05030 -0.28828
S: -3.15744 -2.10083 -4.00069
Sb: -2.31460 -0.89907 -2.44570
S: -3.11506 0.99090 -1.38025
S: -0.36089 -1.15801 -1.22001
N: -3.15603 0.51687 6.54885
C: -2.19486 1.24979 5.95908
O: -1.51153 2.08588 6.49995
C: -1.96496 1.01990 4.47484
C: -2.97197 0.75237 3.55568
C: -2.66535 0.68126 2.21359
N: -1.40363 0.85012 1.77627
C: -0.41159 1.10137 2.66860
C: -0.66281 1.19771 4.01265
H: -3.31102 0.65042 7.53691
H: -3.63033 -0.24143 6.09182
H: -4.00223 0.62967 3.86165
H: -3.42398 0.48177 1.47002
H: 0.58992 1.22361 2.27395
H: 0.12864 1.43417 4.71074
F: 3.14483 5.03203 -0.91502
C: 3.03418 4.33419 -2.01628
C: 2.12809 4.82691 -3.08876
F: 2.11399 6.09566 -3.38251
C: 1.40985 3.86914 -3.67901
C: 1.70884 2.45926 -3.62042
C: 3.13331 2.18517 -3.23693
F: 3.95163 1.77618 -4.21165
C: 3.56832 3.13450 -2.23924
C: 3.56622 1.71702 -1.78075
C: 2.51719 1.29900 -0.86104
N: 1.67017 0.97398 -0.15490
C: 4.77374 0.92456 -1.71455
N: 5.71591 0.27478 -1.65463
F: 0.78593 1.62891 -3.03091
C: 1.17382 3.11278 -4.93926
C: -0.16817 2.62951 -5.22274
N: -1.20438 2.14963 -5.32308
C: 2.03574 3.34669 -6.07903
N: 2.74273 3.53888 -6.96043

Cartesian forces (eV/Å) of the 2 atoms listed first:
Sn 0.1 0.0 -0.3
S -0.1 -0.2 -0.3

Properties
Net charge   +2
Lowest unoccupied orbital energy (spin up / spin down)   -8.324 / -10.024 eV
<S²>   0.755
HOMO-LUMO gap (spin up / spin down)   7.261 / 5.559 eV
Spin multiplicity   2
M   734.95 g mol⁻¹
Energy   -3141.05615 Ha

***

DFT (ωB97M-V/def2-TZVPD) results for a molecular structure, C24H16BF5IrN10OSe at a distorted geometry.

Atoms and positions in Å:
Ir: -0.79157 0.76819 0.40664
C: 3.22223 -0.12661 -0.87936
C: 2.33093 0.84649 -0.44306
N: 1.38273 0.27789 0.29544
N: 1.62203 -1.04401 0.33494
C: 2.72973 -1.31211 -0.37036
B: 0.68473 -2.01791 1.09234
N: -0.60837 -2.21601 0.27904
C: -0.96897 -3.20201 -0.55076
C: -2.21807 -2.90501 -1.07186
C: -2.55177 -1.67901 -0.51176
N: -1.58167 -1.28971 0.31034
N: 0.30393 -1.34691 2.42534
C: 0.43853 -1.81281 3.67824
C: -0.05477 -0.86631 4.55374
C: -0.48937 0.17719 3.74114
N: -0.26287 -0.12871 2.46964
N: 1.39353 -3.33891 1.31814
C: 2.59403 -3.54641 1.90224
C: 2.87523 -4.90081 1.83834
C: 1.75473 -5.46721 1.19854
N: 0.88683 -4.52291 0.95584
H: 4.09663 0.01519 -1.47736
H: 2.35773 1.90549 -0.60916
H: 3.10243 -2.31081 -0.48186
H: -0.34297 -4.06071 -0.70776
H: -2.79537 -3.48931 -1.75766
H: -3.44587 -1.09761 -0.63606
H: 0.86093 -2.77471 3.88284
H: -0.09557 -0.91991 5.62104
H: -0.93717 1.10639 4.02884
H: 3.17413 -2.74191 2.30604
H: 3.71413 -5.42731 2.24164
H: 1.55113 -6.49541 0.98064
Se: -3.80707 2.77909 0.29214
N: -2.08977 2.49009 0.78784
C: -1.53447 3.67299 1.09514
C: -0.21187 3.87619 1.52544
C: 0.20473 5.16359 1.76484
C: -0.66247 6.26149 1.60144
C: -1.96847 6.09519 1.20834
C: -2.42787 4.79029 0.94304
N: -3.64817 4.45909 0.53224
H: 0.44203 3.01739 1.65104
H: 1.21663 5.34399 2.09264
H: -0.28917 7.25429 1.79444
H: -2.64097 6.92999 1.10224
F: -0.76637 0.62649 -7.08346
C: -0.65527 0.48039 -5.78446
C: -1.27527 1.40549 -4.91656
F: -1.95417 2.41639 -5.42646
C: -1.16427 1.23799 -3.55306
F: -1.74407 2.08229 -2.68416
C: -0.43237 0.15239 -2.96836
O: -0.33367 -0.01551 -1.72876
C: 0.19013 -0.75571 -3.89426
F: 0.88123 -1.76541 -3.37076
C: 0.08103 -0.59961 -5.26066
F: 0.65833 -1.45481 -6.08386

Cartesian forces (eV/Å) of the 2 atoms listed first:
Ir 2.7 -3.4 2.5
C -0.2 0.4 0.1

Properties
Net charge   +2
Energy above the lowest of the compared OMol25 structures with the same formula, charge and spin   392.0 kJ/mol
Lowest unoccupied orbital energy (spin up / spin down)   -8.675 / -8.743 eV
<S²>   0.782
HOMO-LUMO gap (spin up / spin down)   5.269 / 5.201 eV
Spin multiplicity   2
M   837.44 g mol⁻¹
Energy   -4576.25835 Ha

***

DFT (ωB97M-V/def2-TZVPD) results for a molecular structure, C22H24F5NOsP2Se.

Atoms and positions in Å:
Os: -0.41340 0.52119 0.33499
C: 2.11415 -1.23617 2.46019
P: 1.74843 -0.38871 0.87742
C: 3.11401 0.82235 0.77675
C: 2.18939 -1.42995 -0.55577
C: 3.14278 -2.43109 -0.39112
C: 3.56662 -3.18355 -1.47372
C: 3.04366 -2.93082 -2.73167
C: 2.10026 -1.92983 -2.90452
C: 1.65885 -1.16423 -1.82996
P: 0.43622 0.18209 -2.09569
C: 1.41858 1.50888 -2.88622
C: -0.64897 -0.33693 -3.47307
H: 3.14806 -1.04359 2.74579
H: 1.93571 -2.30748 2.40955
H: 1.46614 -0.80510 3.22571
H: 4.05055 0.26312 0.76388
H: 3.11017 1.50055 1.62867
H: 3.03518 1.40585 -0.14051
H: 3.55954 -2.62807 0.58720
H: 4.30125 -3.96243 -1.33299
H: 3.36542 -3.52078 -3.57705
H: 1.71490 -1.75039 -3.89499
H: 1.90174 1.11680 -3.78174
H: 2.17421 1.90046 -2.20792
H: 0.75086 2.32351 -3.17020
H: -0.08479 -0.46804 -4.39588
H: -1.37737 0.45647 -3.64442
H: -1.17563 -1.25718 -3.22928
C: -3.39120 0.32875 -0.97090
C: -2.85156 -0.97007 -0.53663
C: -3.53537 -2.20665 -0.68697
C: -2.72735 -3.17009 -0.14347
C: -1.56154 -2.50732 0.33096
C: -0.44131 -3.15553 1.02360
N: -1.64240 -1.17230 0.06851
H: -3.86921 0.20934 -1.94543
H: -2.64263 1.13000 -1.01780
H: -4.19570 0.63124 -0.29368
H: -4.50129 -2.32766 -1.13318
H: -2.92662 -4.21982 -0.06306
H: -0.63327 -4.22150 1.11415
H: -0.33578 -2.72637 2.02032
H: 0.49735 -3.00163 0.48332
F: -3.60215 5.24824 4.40855
C: -2.69617 4.65225 3.66282
C: -2.99455 3.42003 3.06408
F: -4.16727 2.83458 3.25020
C: -2.04093 2.82185 2.25746
F: -2.27067 1.61448 1.64106
C: -0.80710 3.41534 2.01573
Se: 0.41971 2.72453 0.76062
C: -0.51312 4.62478 2.64780
F: 0.69109 5.14099 2.43672
C: -1.44417 5.25215 3.46748
F: -1.16330 6.40347 4.04436

Cartesian forces (eV/Å) of the 2 atoms listed first:
Os 0.6 -0.6 -0.4
C -0.3 0.1 -0.2

Properties
Net charge   +2
Energy above the lowest of the compared OMol25 structures with the same formula, charge and spin   29.0 kJ/mol
Lowest unoccupied orbital energy (spin up / spin down)   -6.863 / -8.246 eV
<S²>   6.033
HOMO-LUMO gap (spin up / spin down)   6.685 / 6.424 eV
Spin multiplicity   5
M   728.57 g mol⁻¹
Energy   -4581.00339 Ha

***

DFT (ωB97M-V/def2-TZVPD) results for 3 unconnected molecules or ions with the total composition C5H16O2 at a distorted geometry.

Atoms and positions in Å:
C: 3.51021 2.02181 -0.29805
C: 2.04847 1.73824 -0.58443
C: 1.08052 1.79235 0.65115
C: -0.12316 0.88527 0.35724
C: 1.72524 1.36463 1.95926
H: 4.00795 1.23027 0.25632
H: 3.59690 2.91470 0.32239
H: 4.03950 2.17824 -1.23796
H: 1.88079 0.77955 -1.07858
H: 1.59398 2.51145 -1.20650
H: 0.65574 2.79944 0.71803
H: -0.81474 0.87360 1.20798
H: -0.76839 1.35637 -0.39812
H: 0.04719 -0.11930 -0.02440
H: 2.47943 2.02985 2.35124
H: 0.89085 1.26585 2.67815
H: 1.98944 0.30644 1.90118
H: -3.20967 -4.09414 -2.95022
H: -3.47171 -5.40158 -2.35132
O: -3.95808 -4.66951 -2.75411
H: -3.45050 -1.01686 1.12956
H: -2.37153 -1.79316 0.44296
O: -3.13075 -1.91444 0.98136

Cartesian forces (eV/Å) of the 2 atoms listed first:
C -0.2 0.2 -0.1
C -1.2 0.4 0.8

Properties
Net charge   0
Energy above the lowest of the compared OMol25 structures with the same formula, charge and spin   72.3 kJ/mol
SMILES string   CCC(C)C.O.O
Lowest unoccupied orbital energy   0.607 eV
HOMO-LUMO gap   11.495 eV
Spin multiplicity   1
M   108.18 g mol⁻¹
Energy   -350.55476 Ha

***

DFT (ωB97M-V/def2-TZVPD) results for a single C4H9N3 molecule at a distorted geometry.

Atoms and positions in Å:
C: 1.46202 -0.24990 -1.55535
C: -0.87124 -0.09883 0.07634
C: -1.87972 0.81601 0.65139
C: 0.34507 -0.42660 0.98676
N: -1.12040 -0.67746 -1.03611
N: -0.39692 -1.73262 -1.58207
N: 0.86598 -1.43393 -1.79582
H: 2.51230 -0.12123 -1.89583
H: 0.92114 0.55282 -1.33565
H: -1.93806 0.85098 1.71270
H: -2.76737 0.25224 0.40269
H: -1.90261 1.83023 0.27442
H: 0.77113 -1.36272 0.78421
H: -0.01809 -0.43257 1.95683
H: 0.96212 0.51461 1.10985
H: 1.49367 -2.07515 -2.10561

Cartesian forces (eV/Å) of the 2 atoms listed first:
C 3.0 -3.7 -2.2
C 2.5 -1.4 0.7

Properties
Net charge   0
Energy above the lowest of the compared OMol25 structures with the same formula, charge and spin   461.1 kJ/mol
Lowest unoccupied orbital energy (spin up / spin down)   0.918 / 0.918 eV
HOMO-LUMO gap (spin up / spin down)   8.224 / 8.222 eV
Spin multiplicity   1
M   99.14 g mol⁻¹
Energy   -321.91473 Ha